# 1
Here is a 9-piece molecular cluster, C45H106N12O10P overall in a non-equilibrium geometry from the Open Molecules 2025 dataset. Energies are from the ωB97M-V functional and the def2-TZVPD basis.

Its frontier orbital gap is 0.3183 Ha. The calculation puts the HOMO energy at -10.269 eV. For the maximum force, the calculation gives 3.2 eV/A. The charge is +1.

Geometry (Å):
C 1.61 2.86 3.95
O 0.87 2.27 2.87
C -0.52 2.51 3.07
C -1.29 2.95 1.75
C -0.44 2.81 0.44
C 0.23 4.17 -0.01
C 1.32 4.67 1.02
C 1.94 6.03 0.55
C 3.14 5.83 -0.45
C 4.10 4.68 0.03
C 3.75 3.43 -0.84
C 3.89 2.06 -0.05
C 2.74 1.14 -0.63
C 3.00 -0.39 -0.46
P 2.61 -1.00 1.26
N 2.04 0.36 2.14
C 1.46 -2.45 1.19
C -0.02 -2.10 0.78
N -0.84 -3.27 1.24
N -0.56 -0.88 1.44
N -0.20 -2.08 -0.69
O 4.05 -1.60 1.86
C 4.66 -0.66 2.79
C 4.06 -0.66 4.22
C 5.12 0.02 5.19
C 3.76 -2.09 4.81
C 2.24 -2.48 4.59
C 4.76 -3.22 4.37
H 1.52 3.98 3.93
H 2.70 2.63 3.86
H 1.28 2.45 4.93
H -0.98 1.56 3.46
H -0.71 3.28 3.86
H -1.66 3.98 1.92
H -2.16 2.26 1.65
H -1.16 2.57 -0.37
H 0.30 1.98 0.47
H 0.71 3.98 -1.00
H -0.54 4.98 -0.05
H 2.06 3.88 1.28
H 0.76 4.89 1.97
H 1.15 6.61 0.01
H 2.25 6.69 1.40
H 3.67 6.81 -0.57
H 2.69 5.63 -1.45
H 5.14 5.02 -0.16
H 4.00 4.52 1.13
H 2.67 3.50 -1.14
H 4.40 3.42 -1.73
H 4.90 1.65 -0.32
H 3.78 2.21 1.04
H 2.75 1.34 -1.74
H 1.75 1.48 -0.27
H 4.01 -0.68 -0.81
H 2.25 -0.91 -1.13
H 1.55 0.01 2.97
H 1.31 0.87 1.63
H 1.85 -3.12 0.39
H 1.46 -3.06 2.12
H -0.64 -3.40 2.23
H -1.83 -3.03 1.20
H -1.57 -0.87 1.43
H -0.30 -0.98 2.43
H -0.12 -1.12 -1.03
H -1.14 -2.43 -0.82
H 4.71 0.37 2.34
H 5.74 -0.97 2.89
H 3.13 -0.06 4.34
H 5.30 1.06 4.82
H 4.67 0.01 6.20
H 6.06 -0.58 5.16
H 3.87 -1.99 5.92
H 1.74 -1.78 3.86
H 2.13 -3.53 4.21
H 1.66 -2.40 5.54
H 4.59 -4.09 5.05
H 4.47 -3.55 3.35
H 5.81 -2.87 4.40
C -2.20 -0.93 -2.78
C -1.33 0.25 -3.12
O -0.68 0.85 -2.27
N -1.28 0.64 -4.42
C -1.99 0.05 -5.55
H -2.14 -1.13 -1.71
H -3.24 -0.72 -3.03
H -1.86 -1.82 -3.32
H -0.68 1.43 -4.58
H -1.25 -0.28 -6.28
H -2.61 0.82 -6.00
H -2.60 -0.79 -5.26
C 2.39 -7.66 3.75
C 1.91 -6.66 4.76
O 1.81 -5.47 4.50
N 1.57 -7.12 5.99
C 1.61 -8.49 6.48
H 2.63 -7.15 2.82
H 3.30 -8.15 4.11
H 1.62 -8.41 3.55
H 1.25 -6.40 6.62
H 0.61 -8.78 6.79
H 2.28 -8.53 7.34
H 1.97 -9.18 5.72
C -6.39 -1.71 -6.88
C -5.52 -0.54 -7.24
O -4.86 0.07 -6.40
N -5.48 -0.15 -8.55
C -6.18 -0.74 -9.67
H -6.32 -1.90 -5.82
H -7.42 -1.50 -7.13
H -6.05 -2.60 -7.41
H -4.87 0.64 -8.72
H -5.44 -1.08 -10.40
H -6.81 0.02 -10.13
H -6.79 -1.58 -9.37
C 9.99 -0.98 -0.02
C 9.26 -1.90 0.92
O 9.85 -2.66 1.67
N 7.90 -1.88 0.92
C 7.02 -1.05 0.11
H 11.06 -1.11 0.10
H 9.72 -1.21 -1.05
H 9.74 0.06 0.21
H 7.48 -2.52 1.57
H 6.41 -0.45 0.78
H 6.38 -1.71 -0.48
H 7.58 -0.40 -0.56
C 0.15 -2.24 -8.13
C -0.44 -1.44 -9.26
O -1.64 -1.22 -9.34
N 0.41 -0.96 -10.20
C 1.85 -1.11 -10.28
H -0.64 -2.56 -7.46
H 0.65 -3.13 -8.52
H 0.86 -1.63 -7.57
H -0.05 -0.43 -10.93
H 2.32 -0.12 -10.26
H 2.10 -1.61 -11.22
H 2.24 -1.70 -9.45
C -10.84 -0.79 -5.80
C -9.60 -0.64 -4.94
O -8.61 -1.32 -5.11
N -9.63 0.30 -3.96
C -10.71 1.21 -3.61
H -10.67 -1.57 -6.53
H -11.69 -1.07 -5.18
H -11.05 0.14 -6.32
H -8.77 0.35 -3.43
H -10.35 2.23 -3.72
H -10.99 1.03 -2.58
H -11.58 1.06 -4.25
C -5.00 4.61 0.64
C -6.28 4.19 1.33
O -7.34 4.11 0.73
N -6.22 3.91 2.65
C -5.06 3.95 3.53
H -5.21 4.81 -0.41
H -4.62 5.53 1.10
H -4.26 3.82 0.71
H -7.10 3.63 3.05
H -4.91 2.95 3.95
H -5.26 4.65 4.34
H -4.16 4.25 3.00
C -1.20 0.91 5.68
C 0.00 0.51 6.50
O 0.96 -0.08 6.01
N -0.01 0.81 7.82
C -1.04 1.50 8.58
H -1.06 0.60 4.65
H -2.10 0.42 6.07
H -1.33 2.00 5.71
H 0.83 0.52 8.31
H -0.61 2.40 9.02
H -1.38 0.84 9.38
H -1.88 1.77 7.96



# 2
Here is a 11-piece molecular cluster, C45H109N11O7 overall in a non-equilibrium geometry from the Open Molecules 2025 dataset. Energies are from the ωB97M-V functional and the def2-TZVPD basis.

Its frontier orbital gap is 0.2961 Ha. As for the energy above the lowest of the compared OMol25 structures with the same formula, charge and spin: 409.28 kJ/mol. The calculation puts the HOMO energy at -7.986 eV. As for the SMILES: CCN(CC)CC.CCN(CC)CC.CCN(CC)CC.CCN(CC)CC.CNC(C)=O.CNC(C)=O.CNC(C)=O.CNC(C)=O.CNC(C)=O.CNC(C)=O.CNC(C)=O. For the maximum force, the calculation gives 5.1 eV/A. The charge is 0.

Geometry (Å):
C -2.20 -7.64 -5.98
C -2.64 -6.30 -5.45
N -2.78 -6.38 -3.96
C -1.58 -6.52 -3.15
C -1.02 -5.20 -2.68
C -3.93 -5.58 -3.34
C -5.25 -6.11 -3.60
H -1.32 -7.95 -5.42
H -1.87 -7.49 -7.01
H -2.97 -8.41 -6.04
H -1.94 -5.54 -5.80
H -3.61 -6.02 -5.87
H -1.85 -7.03 -2.22
H -0.85 -7.23 -3.54
H -0.01 -5.46 -2.36
H -0.82 -4.45 -3.44
H -1.65 -4.80 -1.89
H -3.76 -4.57 -3.72
H -3.72 -5.61 -2.27
H -6.00 -5.34 -3.44
H -5.43 -7.08 -3.12
H -5.29 -6.34 -4.66
C 6.49 1.60 3.34
C 6.03 2.93 3.84
N 6.26 3.88 2.75
C 5.63 5.17 3.05
C 4.14 5.23 3.37
C 7.64 4.01 2.25
C 8.62 4.39 3.40
H 6.36 0.74 4.00
H 7.49 1.49 2.91
H 5.79 1.30 2.56
H 4.98 2.78 4.12
H 6.63 3.19 4.71
H 6.24 5.65 3.82
H 5.93 5.80 2.22
H 3.76 6.23 3.57
H 3.60 4.90 2.49
H 3.79 4.61 4.19
H 7.43 4.79 1.52
H 7.89 3.12 1.67
H 9.55 4.50 2.85
H 8.79 3.51 4.01
H 8.47 5.20 4.12
C -3.18 3.09 -6.28
C -3.49 2.70 -7.72
N -4.54 1.67 -7.84
C -5.77 2.20 -7.21
C -6.31 3.39 -8.02
C -4.15 0.39 -7.20
C -2.96 -0.32 -7.84
H -3.94 3.81 -6.00
H -2.25 3.65 -6.40
H -3.03 2.30 -5.55
H -3.79 3.62 -8.22
H -2.59 2.32 -8.21
H -6.52 1.41 -7.25
H -5.83 2.53 -6.18
H -5.71 4.30 -7.94
H -6.35 3.11 -9.07
H -7.27 3.82 -7.75
H -4.98 -0.31 -7.29
H -3.95 0.53 -6.14
H -3.14 -0.58 -8.88
H -2.87 -1.33 -7.42
H -1.98 0.14 -7.74
C 1.23 -0.11 3.51
C 0.85 0.97 2.44
N 0.02 0.43 1.39
C -1.35 -0.01 1.79
C -2.26 1.00 2.44
C 0.06 1.26 0.21
C 0.00 0.42 -0.98
H 0.24 -0.43 3.84
H 1.67 0.27 4.43
H 1.79 -0.91 3.01
H 0.36 1.77 2.99
H 1.79 1.37 2.07
H -1.29 -0.76 2.58
H -1.82 -0.52 0.95
H -1.76 1.48 3.28
H -3.24 0.64 2.72
H -2.45 1.81 1.73
H -0.65 2.08 0.13
H 0.96 1.87 0.17
H 0.88 -0.22 -0.89
H -0.85 -0.22 -1.18
H -0.04 0.97 -1.92
C -1.34 -6.42 2.66
C -1.22 -7.32 3.82
O -0.48 -7.05 4.76
N -1.94 -8.41 3.79
C -2.09 -9.37 4.89
H -2.21 -6.71 2.07
H -0.54 -6.66 1.95
H -1.32 -5.40 3.03
H -2.69 -8.32 3.12
H -3.08 -9.41 5.37
H -1.57 -9.07 5.80
H -1.80 -10.34 4.49
C 2.64 -2.52 12.12
C 3.02 -2.25 10.69
O 3.62 -1.22 10.38
N 2.59 -3.11 9.75
C 2.90 -3.03 8.36
H 1.93 -1.78 12.49
H 3.54 -2.51 12.74
H 2.15 -3.49 12.21
H 2.64 -4.07 10.07
H 3.84 -2.54 8.13
H 2.07 -2.61 7.80
H 2.84 -4.02 7.90
C -7.29 -1.79 -0.93
C -8.68 -1.79 -1.71
O -8.94 -0.95 -2.54
N -9.55 -2.77 -1.41
C -10.91 -2.91 -1.88
H -7.11 -2.75 -0.47
H -7.16 -0.89 -0.33
H -6.49 -1.59 -1.64
H -9.45 -3.41 -0.65
H -11.35 -1.95 -2.15
H -11.49 -3.53 -1.20
H -10.69 -3.43 -2.81
C 3.09 3.05 11.79
C 1.73 3.19 11.10
O 1.01 4.10 11.48
N 1.37 2.26 10.20
C 0.12 2.27 9.46
H 3.88 3.25 11.06
H 3.22 2.01 12.06
H 3.28 3.80 12.55
H 2.08 1.60 9.90
H -0.14 3.18 8.91
H -0.67 2.08 10.19
H 0.23 1.41 8.80
C 2.21 2.74 -7.43
C 2.76 4.07 -7.02
O 3.41 4.25 -5.92
N 2.54 5.14 -7.81
C 2.79 6.48 -7.51
H 1.46 2.38 -6.72
H 3.01 2.00 -7.49
H 1.77 2.82 -8.42
H 1.92 4.99 -8.59
H 2.15 6.74 -6.67
H 2.54 7.17 -8.32
H 3.86 6.61 -7.31
C -0.24 6.76 -2.95
C -1.23 6.41 -1.77
O -2.39 6.13 -2.06
N -0.71 6.33 -0.47
C -1.47 5.92 0.72
H -0.61 7.24 -3.86
H 0.34 5.88 -3.21
H 0.47 7.46 -2.50
H 0.27 6.58 -0.46
H -1.08 5.06 1.27
H -2.43 5.57 0.34
H -1.70 6.80 1.33
C 6.79 -2.79 -2.73
C 7.06 -1.34 -2.54
O 8.21 -0.91 -2.34
N 5.92 -0.59 -2.48
C 5.74 0.78 -2.10
H 6.20 -3.26 -1.94
H 7.75 -3.32 -2.79
H 6.29 -3.04 -3.66
H 5.16 -1.07 -2.94
H 5.05 0.98 -1.28
H 5.30 1.32 -2.94
H 6.67 1.34 -1.98



> Which value of maximum force does entry 2 give?

5.1 eV/A